Entry 1:
The following is a DFT calculation (ωB97M-V/def2-TZVPD) of an isolated molecule of C2H3BO2.

Computed properties:
* E: -6894.6065 eV
* structure (SMILES): B1OC=CO1
* HOMO energy: -9.78 eV
* charge: 0
* LUMO energy: 0.032 Eh
* 2S+1: 1

Last column: Mulliken charge in e.
CARTESIAN COORDINATES (ANGSTROEM)
B 0.769862 -0.901416 -0.544913  0.49
C -1.031273 0.172207 0.411966  -0.24
C 0.023141 0.983686 0.300388  -0.08
O -0.548623 -1.182914 -0.230083  -0.41
O 1.127281 0.393697 -0.205173  -0.40
H 1.475128 -1.731679 -0.924109  -0.08
H -2.029862 0.208347 0.583031  0.42
H 0.214346 2.058073 0.608893  0.31

Cartesian forces (eV/Å) of the 3 atoms listed first:
-1.5 -0.1 0.9
4.3 -2.7 -2.7
-0.3 1.7 1.1

***

Entry 2:
The following is a DFT calculation (ωB97M-V/def2-TZVPD) of a 2-piece molecular cluster, C5H12NO overall.

Computed properties:
* E: -8909.1573 eV
* HOMO energy: -13.51 eV
* charge: +1
* LUMO energy: -0.138 Eh
* 2S+1: 1

Last column: Mulliken charge in e.
CARTESIAN COORDINATES (ANGSTROEM)
C 3.752535 -0.167559 0.655916  -0.02
C -1.158712 -0.426770 -0.092236  1.11
C -1.848628 0.065112 1.077610  -1.51
C -1.369602 -1.845076 -0.600905  -1.17
C -0.133131 1.864815 -0.588974  -0.83
N -0.413817 0.417306 -0.761178  -0.10
O 2.778075 0.192954 -0.004054  -0.43
H 4.516284 0.443511 1.244293  0.22
H 4.091131 -1.242051 0.804632  0.21
H -1.208793 0.712385 1.643667  0.41
H -2.217104 -0.734516 1.583353  0.40
H -2.624219 0.683521 0.665842  0.41
H -2.422178 -1.838103 -0.850742  0.36
H -1.273208 -2.632432 0.088271  0.37
H -0.803379 -2.100922 -1.584680  0.30
H 0.988093 1.763734 -0.531403  0.34
H -0.349378 2.464756 -1.542597  0.31
H -0.353590 2.298472 0.386071  0.34
H 0.049615 0.080869 -1.592892  0.27

Cartesian forces (eV/Å) of the 3 atoms listed first:
0.0 -0.4 -0.1
1.9 0.0 -1.8
0.7 1.6 -1.2

***

Entry 3:
The following is a DFT calculation (ωB97M-V/def2-TZVPD) of a 2-piece molecular cluster, C4H12N2O2 overall.

Computed properties:
* E: -11414.2527 eV
* HOMO energy (spin up / spin down): -6.56 / -6.55 eV
* charge: 0
* LUMO energy (spin up / spin down): 0.029 / 0.029 Eh
* 2S+1: 1

Last column: Mulliken charge in e.
CARTESIAN COORDINATES (ANGSTROEM)
C -1.862586 0.126042 -0.005149  0.31
C 1.030370 0.053608 0.041407  0.32
C 0.065823 -1.322221 -1.647570  -0.75
C 1.793299 0.024132 1.340095  -1.58
N 0.857346 -1.168031 -0.580248  -0.02
N 1.334850 1.135113 -0.846111  -0.58
O -2.300208 1.470780 -0.023041  -0.55
O -2.145429 -0.504087 1.224310  -0.53
H -1.757397 1.973884 0.596358  0.32
H -3.074137 -0.348459 1.444952  0.31
H 0.864955 -1.957600 0.054674  0.25
H -2.454423 -0.338088 -0.799030  0.29
H -0.575460 0.226165 0.104577  0.00
H 1.916804 1.843376 -0.416644  0.25
H 0.498015 1.564156 -1.221919  0.24
H -0.194146 -2.322540 -1.943138  0.28
H 0.029032 -0.528839 -2.371023  0.35
H 1.465573 0.844693 1.981527  0.32
H 2.871989 0.138075 1.188764  0.38
H 1.635728 -0.910163 1.877208  0.41

Cartesian forces (eV/Å) of the 3 atoms listed first:
1.6 0.7 0.4
1.5 -0.5 0.0
0.8 -0.3 -0.2

***

Entry 4:
The following is a DFT calculation (ωB97M-V/def2-TZVPD) of a 2-piece molecular cluster, C3H10NO overall.

Computed properties:
* E: -6806.7874 eV
* HOMO energy (spin up / spin down): -3.48 / -9.57 eV
* charge: 0
* LUMO energy (spin up / spin down): 0.032 / 0.021 Eh
* 2S+1: 2

Last column: Mulliken charge in e.
CARTESIAN COORDINATES (ANGSTROEM)
C 1.799686 -0.020026 -1.180875  -1.52
C 0.410134 -0.399226 -0.822635  0.48
C -0.756513 -0.160151 -1.409032  -0.90
N 0.326791 -0.470262 0.717461  -1.31
H 1.902005 -0.016018 -2.268004  0.38
H 2.558090 -0.658806 -0.738073  0.37
H 1.962840 1.001167 -0.802494  0.47
H -1.700842 -0.287121 -0.910537  0.31
H -0.711713 -0.110835 -2.494104  0.27
H -0.665978 -0.631473 0.916601  0.18
H 0.686135 -1.365452 1.076534  0.74
H 0.628012 0.385327 1.319661  0.63
H -1.634109 1.456969 2.474459  0.40
H -2.792385 0.444155 2.265513  0.34
O -2.012152 0.831754 1.855525  -0.84

Cartesian forces (eV/Å) of the 3 atoms listed first:
-0.3 0.0 -0.7
1.0 -0.3 3.0
-0.1 -0.1 -1.4

***

Entry 5:
The following is a DFT calculation (ωB97M-V/def2-TZVPD) of an isolated molecule of C4H8FNS.

Computed properties:
* E: -19315.4509 eV
* structure (SMILES): NC[C@]1(F)C[C@@H]1S
* HOMO energy: -8.23 eV
* charge: 0
* LUMO energy: 0.012 Eh
* 2S+1: 1

Last column: Mulliken charge in e.
CARTESIAN COORDINATES (ANGSTROEM)
C -0.802281 1.228506 -0.407536  -0.78
C -0.953327 -0.301923 -0.077430  0.73
C -0.472441 -0.982029 1.209670  -0.53
C 0.202351 -1.216714 -0.047507  -0.59
H 0.966542 2.812541 -0.095462  0.34
H -0.308648 2.611119 1.274254  0.27
H -0.545316 1.082864 -1.570658  0.29
H -1.738763 1.567001 -0.068110  0.42
H -0.247305 -0.056317 1.978669  0.20
H -1.215161 -1.745233 1.519633  0.32
H 0.300885 -2.226069 -0.279084  0.41
H 1.147091 0.976493 -0.001303  0.23
N 0.139503 1.994584 0.408277  -0.59
F -2.094675 -0.605980 -0.593839  -0.34
S 1.979401 -0.368607 -0.270907  -0.38

Cartesian forces (eV/Å) of the 3 atoms listed first:
1.0 -1.6 -1.4
3.6 0.9 1.7
-2.4 3.9 2.8

***

Entry 6:
The following is a DFT calculation (ωB97M-V/def2-TZVPD) of C4H5NO as an isolated structure.

Computed properties:
* E: -7763.8365 eV
* HOMO energy: -8.43 eV
* charge: 0
* LUMO energy: 0.032 Eh
* 2S+1: 1

Last column: Mulliken charge in e.
CARTESIAN COORDINATES (ANGSTROEM)
C 1.131287 -0.230659 1.003789  -1.12
C -0.007582 0.172870 0.130524  0.23
C -0.788495 1.299362 0.093006  -0.10
O -1.679642 1.157464 -0.826954  -0.52
N -1.034235 -1.215752 -1.814224  -0.54
C -0.702430 -0.435760 -0.948974  0.56
H 1.263485 0.584146 1.721053  0.31
H 0.950368 -1.146755 1.571663  0.27
H 2.082845 -0.367097 0.481488  0.27
H -0.712840 2.193578 0.715146  0.37
H -0.502761 -2.011396 -2.126517  0.27

Cartesian forces (eV/Å) of the 3 atoms listed first:
0.1 -0.1 0.1
-0.1 0.2 0.1
0.2 -0.1 0.2

***

> Which value of E does entry 6 give?

-7763.8365 eV